[1]
Computed, not measured: a structure of composition C38H36Br2NO2SSb2Ti, with wB97M-V/def2-TZVPD.

Calculated values
2S+1 ... 2
E_LUMO (spin up / spin down) ... -6.4 / -6.2 eV
<S²> ... 0.754
Total charge ... +2
Max |F| ... 0.7 eV/A
Relative energy (zero: lowest compared OMol25 entry of this formula, charge and spin) ... 0.550 eV

Each line ends with the Mulliken charge.
Geometry (Å):
Ti: -0.4155 -0.3856 0.9631  -0.879
Br: -1.3161 -3.7786 -2.5194  -0.107
C: 0.2479 -3.5382 -1.5067  -0.143
C: 1.3519 -4.3924 -1.7036  -0.247
C: 2.5109 -4.2324 -0.9875  -0.145
Br: 3.9582 -5.4020 -1.2843  -0.154
C: 2.6223 -3.1877 -0.0236  0.668
C: 3.7588 -2.9233 0.7655  -0.910
C: 3.7427 -1.8787 1.6614  -1.287
C: 2.5911 -1.0966 1.7819  -0.422
N: 1.4983 -1.3183 1.0584  1.339
C: 1.5059 -2.3450 0.1575  -0.152
C: 0.3036 -2.5184 -0.5785  0.565
O: -0.6938 -1.6693 -0.3378  0.040
H: 1.2688 -5.1825 -2.4354  0.558
H: 4.6351 -3.5471 0.6590  0.431
H: 4.6018 -1.6549 2.2746  0.511
H: 2.5551 -0.2713 2.4857  0.480
C: -0.9706 3.1776 1.2490  -0.637
C: -0.6186 2.9814 2.7219  -1.114
C: -0.2475 1.5447 3.1144  -0.219
Sb: -1.9890 0.3969 3.8548  1.473
C: -1.0629 -0.3670 5.6192  0.459
C: -1.9275 -0.7391 6.6437  -0.813
C: -1.4332 -1.2520 7.8328  -0.621
C: -0.0669 -1.3931 8.0123  -0.486
C: 0.8066 -1.0202 7.0004  -0.914
C: 0.3112 -0.5101 5.8110  0.222
C: -1.7107 -1.4248 2.6537  0.006
C: -2.7821 -1.8964 1.8729  0.076
C: -2.7916 -3.1955 1.3846  -1.059
C: -1.7250 -4.0464 1.6470  -0.612
C: -0.6539 -3.6074 2.4128  -0.718
C: -0.6526 -2.3149 2.9244  0.201
Sb: -2.4575 1.7371 0.6297  1.033
C: -4.0963 2.6985 1.5747  1.154
C: -4.2150 4.0812 1.5174  -0.469
C: -5.3047 4.7128 2.0936  -0.856
C: -6.2855 3.9663 2.7277  -0.515
C: -6.1780 2.5844 2.7799  -0.802
C: -5.0868 1.9545 2.2037  -0.418
C: -2.8648 2.0351 -1.4269  0.555
C: -2.6425 0.9466 -2.2664  -0.745
C: -2.8981 1.0473 -3.6264  -0.545
C: -3.3780 2.2386 -4.1522  -0.624
C: -3.6194 3.3181 -3.3152  -0.767
C: -3.3710 3.2166 -1.9550  -0.460
H: -0.0839 3.0497 0.6281  0.146
H: -1.3522 4.1868 1.0872  0.738
H: -1.4546 3.3235 3.3435  0.328
H: 0.2209 3.6395 2.9641  0.492
H: 0.4662 1.5334 3.9414  0.608
H: 0.3223 1.0710 2.2756  0.015
H: -2.9993 -0.6253 6.5258  0.368
H: -2.1161 -1.5341 8.6211  0.414
H: 0.3193 -1.7860 8.9421  0.401
H: 1.8738 -1.1212 7.1431  0.420
H: 1.0180 -0.2190 5.0380  0.191
H: -3.6317 -1.2497 1.6694  0.281
H: -3.6336 -3.5452 0.8037  0.508
H: -1.7373 -5.0596 1.2687  0.488
H: 0.1623 -4.2806 2.6414  0.563
H: 0.1402 -2.0119 3.6021  0.257
H: -3.4652 4.6900 1.0251  0.171
H: -5.3871 5.7896 2.0448  0.433
H: -7.1341 4.4613 3.1773  0.416
H: -6.9435 1.9969 3.2669  0.455
H: -5.0170 0.8709 2.2531  0.268
H: -2.2929 -0.0006 -1.8547  0.465
H: -2.7422 0.1931 -4.2713  0.489
H: -3.5835 2.3200 -5.2100  0.419
H: -4.0133 4.2393 -3.7203  0.446
H: -3.5826 4.0629 -1.3149  0.339
C: 0.7579 2.6383 -2.2758  -0.764
S: 1.3915 1.1534 -1.4873  0.380
C: 0.9840 -0.0366 -2.7684  -0.510
O: 0.3786 0.9018 -0.3468  -0.901
H: 1.3305 2.8011 -3.1883  0.530
H: 0.9215 3.4745 -1.5992  0.396
H: -0.3022 2.5137 -2.4961  0.071
H: 1.4827 0.2817 -3.6829  0.613
H: -0.0946 -0.0658 -2.9091  -0.012
H: 1.3676 -1.0096 -2.4693  0.145

Atomic forces in eV per Å
Ti -0.4 0.6 -0.1
Br 0.1 0.0 0.1
C 0.0 0.4 0.3
C 0.3 0.0 0.1
C -0.2 0.0 -0.1
Br -0.1 0.1 0.0
C -0.1 0.0 -0.1
C -0.1 0.1 0.1
C -0.1 -0.1 -0.1
C -0.2 -0.1 -0.1
N 0.5 -0.1 0.1
C 0.1 -0.2 -0.2
C 0.2 -0.6 -0.3
O -0.1 -0.4 -0.3
H 0.0 0.0 0.0
H 0.0 0.0 0.0
H 0.0 0.0 0.0
H 0.0 0.0 0.0
C -0.1 0.1 -0.2
C 0.0 0.2 0.1
C 0.1 -0.4 -0.3
Sb 0.2 0.0 0.2
C 0.1 0.0 -0.1
C -0.1 0.0 -0.1
C 0.0 0.0 0.1
C 0.0 0.0 0.0
C 0.0 0.0 0.0
C 0.0 0.1 -0.1
C 0.1 -0.1 0.2
C -0.1 0.1 0.0
C 0.0 0.0 0.0
C -0.1 0.1 0.0
C 0.0 0.1 0.0
C 0.0 0.0 0.1
Sb -0.1 0.4 0.0
C 0.0 -0.3 -0.1
C 0.2 0.1 -0.1
C -0.1 0.1 0.0
C 0.0 0.0 0.0
C 0.0 0.0 0.0
C 0.0 -0.2 0.0
C 0.1 0.0 0.1
C 0.1 -0.2 0.1
C 0.0 0.0 0.0
C 0.0 0.0 0.0
C 0.0 0.0 0.0
C 0.1 0.1 0.1
H -0.1 0.0 0.0
H 0.0 -0.1 0.0
H 0.1 0.0 0.0
H 0.0 0.0 0.0
H -0.1 0.0 0.0
H 0.1 0.4 0.4
H 0.0 0.0 0.0
H 0.0 0.0 0.0
H 0.0 0.0 0.0
H 0.0 0.0 0.0
H 0.0 0.0 0.0
H 0.1 0.0 0.0
H 0.0 0.0 0.0
H 0.0 0.0 0.0
H 0.0 0.0 0.0
H 0.0 0.0 -0.1
H 0.0 0.0 0.0
H 0.0 0.0 0.0
H 0.0 0.0 0.0
H 0.0 0.0 0.0
H 0.0 0.1 0.0
H 0.0 0.1 -0.1
H 0.0 0.0 0.0
H 0.0 0.0 0.0
H 0.0 0.0 0.0
H 0.0 0.0 0.0
C 0.0 -0.1 0.1
S -0.2 0.0 -0.3
C 0.0 0.1 0.1
O 0.0 0.1 0.2
H 0.1 0.0 0.0
H 0.0 0.0 0.0
H 0.0 -0.1 0.0
H 0.1 0.1 0.0
H 0.0 0.0 0.0
H 0.0 0.0 0.0


[2]
Computed, not measured: the molecule C5H11NO, with wB97M-V/def2-TZVPD.

Calculated values
E_LUMO ... 1.0 eV
Max |F| ... 4.3 eV/A
Relative energy (zero: lowest compared OMol25 entry of this formula, charge and spin) ... 1.676 eV

Each line ends with the Mulliken charge.
Geometry (Å):
C: -0.9975 -1.7839 0.3854  -1.208
C: -1.2458 -0.3799 0.0589  0.156
C: -0.4752 0.6530 0.9011  -0.959
N: 1.0438 0.4447 0.9466  -0.248
C: 1.4506 0.2649 -0.3786  0.480
C: 1.1994 1.3988 -1.2950  -1.027
O: 1.9497 -0.7849 -0.8299  -0.614
H: -1.2598 -1.8343 1.4486  0.313
H: 0.0848 -2.0514 0.3450  0.244
H: -1.5231 -2.5922 -0.1733  0.332
H: -2.3676 -0.0179 0.3346  0.252
H: -1.0247 -0.2512 -1.0921  0.209
H: -1.0325 0.8019 1.9257  0.368
H: -0.5106 1.7003 0.5320  0.368
H: 1.2948 -0.3830 1.5136  0.372
H: 1.5627 1.0744 -2.2192  0.381
H: 0.1148 1.4317 -1.4420  0.319
H: 1.7361 2.3090 -0.9613  0.262

Atomic forces in eV per Å
C 0.9 -2.0 1.6
C -2.1 3.0 -2.2
C 0.3 1.4 1.4
N -1.3 -1.2 0.6
C 1.2 -2.4 -0.6
C -0.3 0.5 0.6
O -0.6 1.9 1.5
H -0.1 -0.8 0.0
H -0.7 0.3 -0.2
H 0.1 1.0 0.3
H 2.2 -1.2 -1.3
H -0.7 0.2 2.1
H 1.8 -0.8 -1.4
H -0.6 -0.8 -0.3
H -0.2 0.5 -0.6
H 0.8 -0.2 -1.5
H 0.2 0.9 0.2
H -0.9 -0.3 -0.2